Entry w
Density functional theory data (the ωB97M-V functional and the def2-TZVPD basis) for a cluster of 2 separate species, C3H5N4 in total.

The geometry in ORCA input format:
```
! wB97M-V def2-TZVPD RIJCOSX def2/J DEFGRID3
* xyz 1 1
C 2.5945 1.0887 0.7887
C -1.9132 -0.2738 0.1180
C -2.4979 -1.4519 0.0108
N 2.1182 0.7059 -0.2026
N -0.4946 1.6248 0.2728
N 1.6783 0.3982 -1.2367
N -1.3165 0.7328 0.3501
H 2.2777 1.7663 1.5898
H -3.4957 -1.7397 0.2915
H -1.7971 -2.1125 -0.5739
H -0.7086 2.5696 0.5683
H 2.0121 0.8730 -2.0400
*
```

HOMO in eV: -12.2
HOMO-LUMO gap in eV: 4.83

***

Entry x
Density functional theory data (the ωB97M-V functional and the def2-TZVPD basis) for a cluster of 2 separate species, C3H5N4 in total.

The geometry in ORCA input format:
```
! wB97M-V def2-TZVPD RIJCOSX def2/J DEFGRID3
* xyz 1 1
C -2.0745 -0.9349 0.9404
C -2.4880 -0.5577 -0.3781
C 2.6800 0.3760 0.1799
N -1.4204 0.0685 -0.8508
N -0.8100 -0.5072 1.1123
N -0.4347 0.0264 0.0777
N 1.5664 0.9340 0.2895
H -3.2837 -0.8757 -0.9200
H 3.4692 0.3646 1.0062
H 3.0476 -0.2924 -0.6786
H -1.3944 0.3267 -1.9320
H 1.1426 1.0717 1.1536
*
```

HOMO (alpha / beta) in eV: -14.3 / -14.6
HOMO-LUMO gap (alpha / beta) in eV: 8.95 / 7.25

***

Entry y
Density functional theory data (the ωB97M-V functional and the def2-TZVPD basis) for the ion C3H5N4 with charge +1.

The geometry in ORCA input format:
```
! wB97M-V def2-TZVPD RIJCOSX def2/J DEFGRID3
* xyz 1 1
C -1.3140 1.5938 0.6129
C -2.3948 0.7194 0.8832
C 1.7773 -0.4871 -1.0690
N -1.9326 -0.3885 0.4877
N -0.1238 1.3204 0.6899
N -0.0261 -0.0074 0.5906
N 0.7886 -0.7529 0.0090
H -3.3418 0.9205 1.3731
H 1.1882 0.2429 -1.6801
H 2.7090 -0.0028 -0.6655
H 1.9352 -1.4951 -1.4870
H 0.7349 -1.6630 0.2551
*
```

HOMO (alpha / beta) in eV: -14.6 / -14.7
HOMO-LUMO gap (alpha / beta) in eV: 8.36 / 7.91

***

The energy of each structure relative to the most stable one, in eV, is as follows: entry w 0.373; entry x 0.000; entry y 0.274.

***

Entry w
Density functional theory data (the ωB97M-V functional and the def2-TZVPD basis) for the molecule C2H3ClS.

The geometry in ORCA input format:
```
! wB97M-V def2-TZVPD RIJCOSX def2/J DEFGRID3
* xyz 0 1
C -0.6978 -0.0395 0.0385
C 0.7559 -0.1199 0.1032
S 1.6865 1.4216 0.4123
Cl 1.5168 -1.4814 -0.3831
H -1.0616 0.6833 0.6594
H -0.9630 0.5331 -0.9517
H -1.2368 -0.9972 0.1213
*
```

HOMO in eV: -8.8
HOMO-LUMO gap in eV: 7.90
SMILES string: CC(=S)Cl

***

Entry x
Density functional theory data (the ωB97M-V functional and the def2-TZVPD basis) for the molecule C2H3ClS.

The geometry in ORCA input format:
```
! wB97M-V def2-TZVPD RIJCOSX def2/J DEFGRID3
* xyz 0 1
Cl 1.9136 0.8382 -0.3553
C 0.6045 -0.3090 0.1049
C -0.7179 0.0953 -0.2091
S -0.3274 -0.2206 1.5895
H 0.8664 -1.2222 -0.2548
H -0.9013 1.3918 -0.4098
H -1.4378 -0.5736 -0.4654
*
```

HOMO in eV: -9.4
HOMO-LUMO gap in eV: 10.20
SMILES string: Cl[C@@H]1CS1

***

The energy of each structure relative to the most stable one, in eV, is as follows: entry w 0.000; entry x 0.187.

***

Entry w
Density functional theory data (the ωB97M-V functional and the def2-TZVPD basis) for a cluster of 2 separate species, CH3Br3OSi in total.

The geometry in ORCA input format:
```
! wB97M-V def2-TZVPD RIJCOSX def2/J DEFGRID3
* xyz 0 1
C 0.7563 0.8575 0.1351
O 0.3925 -0.5137 0.0362
Si -0.6552 -1.7122 0.1727
Br -1.6249 3.4457 0.0147
Br -2.0283 -1.8119 -1.5614
Br 0.6639 -3.4289 0.8240
H 0.6205 0.9359 1.1488
H 0.0900 1.3253 -0.4892
H 1.7853 0.9023 -0.2809
*
```

HOMO (alpha / beta) in eV: -10.6 / -7.8
HOMO-LUMO gap (alpha / beta) in eV: 9.38 / 3.83

***

Entry x
Density functional theory data (the ωB97M-V functional and the def2-TZVPD basis) for a structure of composition CH3Br3OSi.

The geometry in ORCA input format:
```
! wB97M-V def2-TZVPD RIJCOSX def2/J DEFGRID3
* xyz 0 1
C 1.0561 0.7823 -0.1390
O -0.1843 0.8594 0.1937
Si -1.4287 -0.3187 0.3241
Br 1.8615 -1.7999 -0.0898
Br 1.3759 0.9192 -2.1055
Br 2.3780 1.4811 0.9105
H -2.5645 0.6491 0.3575
H -0.8007 -1.1789 1.3502
H -1.6934 -1.3936 -0.8017
*
```

HOMO (alpha / beta) in eV: -9.1 / -9.1
HOMO-LUMO gap (alpha / beta) in eV: 7.43 / 7.43

***

The energy of each structure relative to the most stable one, in eV, is as follows: entry w 0.000; entry x 1.785.